ORCA calculation (the ωB97M-V functional and the def2-TZVPD basis) on a 11-piece molecular cluster, C42H60ClN5O12 overall in a non-equilibrium geometry.

Values from the calculation:
- Expectation value of S²: 0.7533
- Kohn-Sham gap (spin up / spin down): 2.7 / 6.6 eV
- E_HOMO (spin up / spin down): -1.38 / -5.24 eV

ORCA input file:
```
! RIJCOSX wB97M-V def2-TZVPD def2/J DEFGRID3
* xyz -1 2
C -16.87 -18.95 -26.52
C -15.56 -18.77 -25.83
C -15.08 -17.29 -25.76
N -13.56 -17.17 -25.37
C -13.24 -15.68 -25.09
C -12.65 -17.68 -26.54
C -11.77 -18.76 -25.99
C -12.50 -19.26 -24.76
C -13.13 -17.99 -24.16
H -17.69 -18.55 -25.93
H -17.16 -20.00 -26.48
H -16.90 -18.54 -27.54
H -14.84 -19.47 -26.25
H -15.75 -19.10 -24.81
H -15.61 -16.77 -24.96
H -15.16 -16.64 -26.63
H -14.00 -15.29 -24.40
H -13.32 -15.18 -26.06
H -12.20 -15.69 -24.79
H -12.16 -16.84 -27.02
H -13.27 -18.08 -27.34
H -10.78 -18.36 -25.81
H -11.65 -19.52 -26.76
H -11.71 -19.66 -24.13
H -13.12 -20.14 -24.98
H -12.45 -17.47 -23.48
H -13.96 -18.19 -23.48
Cl -15.90 -12.98 -26.09
O -16.96 -12.04 -26.07
O -15.57 -13.25 -27.47
O -14.70 -12.35 -25.45
O -16.31 -14.21 -25.50
C -8.36 -14.67 -27.51
N -9.38 -15.72 -27.73
O -9.79 -16.34 -26.76
O -9.74 -15.92 -28.89
H -8.77 -13.69 -27.78
H -7.51 -15.00 -28.10
H -8.07 -14.61 -26.47
C -12.65 -21.86 -21.36
N -14.03 -21.23 -21.36
O -14.65 -21.25 -20.29
O -14.38 -20.69 -22.38
H -12.22 -21.82 -20.36
H -12.08 -21.26 -22.06
H -12.55 -22.91 -21.65
C -11.94 -21.28 -29.94
N -12.37 -21.69 -28.58
O -13.00 -20.88 -27.96
O -12.01 -22.79 -28.13
H -11.16 -20.52 -29.97
H -12.85 -20.98 -30.45
H -11.61 -22.19 -30.44
C -19.13 -20.15 -21.53
N -18.54 -20.38 -22.90
O -17.37 -20.61 -23.07
O -19.38 -20.39 -23.81
H -18.29 -20.17 -20.83
H -19.81 -20.98 -21.37
H -19.65 -19.19 -21.57
C -8.79 -23.85 -28.43
C -8.96 -23.98 -27.12
C -9.13 -22.90 -26.29
C -9.01 -21.63 -26.74
C -8.84 -21.41 -28.12
C -8.75 -22.54 -28.94
H -8.78 -24.67 -29.14
H -8.92 -25.00 -26.78
H -9.31 -23.08 -25.24
H -9.13 -20.80 -26.06
H -8.95 -20.43 -28.56
H -8.58 -22.36 -29.99
C -10.24 -16.45 -21.41
C -10.62 -15.36 -20.66
C -10.73 -14.12 -21.33
C -10.52 -13.98 -22.68
C -10.06 -15.11 -23.37
C -9.90 -16.31 -22.76
H -9.97 -17.36 -20.91
H -10.78 -15.54 -19.61
H -10.99 -13.30 -20.67
H -10.57 -13.00 -23.13
H -9.82 -14.98 -24.41
H -9.42 -17.08 -23.35
C -15.57 -17.31 -30.06
C -14.59 -18.14 -30.69
C -13.27 -17.74 -30.82
C -12.90 -16.46 -30.47
C -13.85 -15.65 -29.87
C -15.17 -16.04 -29.70
H -16.55 -17.67 -29.80
H -14.88 -19.14 -30.96
H -12.56 -18.33 -31.38
H -11.87 -16.12 -30.45
H -13.57 -14.66 -29.53
H -15.86 -15.44 -29.12
C -16.03 -24.55 -24.87
C -15.47 -25.65 -25.45
C -14.10 -25.55 -25.84
C -13.45 -24.38 -25.69
C -14.04 -23.26 -25.10
C -15.35 -23.37 -24.67
H -17.01 -24.62 -24.41
H -16.08 -26.55 -25.50
H -13.53 -26.39 -26.22
H -12.42 -24.23 -25.96
H -13.42 -22.38 -24.98
H -15.87 -22.55 -24.19
C -13.91 -16.57 -20.29
C -14.08 -15.44 -21.05
C -15.20 -15.26 -21.88
C -16.11 -16.32 -22.01
C -15.89 -17.50 -21.32
C -14.77 -17.62 -20.50
H -13.09 -16.74 -19.62
H -13.49 -14.56 -20.82
H -15.17 -14.37 -22.50
H -17.01 -16.22 -22.61
H -16.59 -18.28 -21.57
H -14.56 -18.58 -20.06
*
```

ORCA calculation (the ωB97M-V functional and the def2-TZVPD basis) on C42H61BrN5O2PdSTe as an isolated structure in a non-equilibrium geometry.

Values from the calculation:
- Expectation value of S²: 0.7561
- Kohn-Sham gap (spin up / spin down): 7.0 / 7.0 eV
- E_HOMO (spin up / spin down): -12.20 / -12.37 eV

ORCA input file:
```
! RIJCOSX wB97M-V def2-TZVPD def2/J DEFGRID3
* xyz 2 2
Pd 1.31 -0.27 0.41
N 6.21 4.70 0.79
C 4.93 3.88 0.84
C 5.21 2.57 1.55
C 3.93 1.72 1.69
N 3.47 1.11 0.44
C 2.81 2.55 2.31
C 2.57 3.89 1.60
N 2.10 3.65 0.23
C 3.86 4.70 1.54
H 6.96 4.20 0.29
H 6.55 4.90 1.73
H 6.06 5.60 0.31
H 4.65 3.72 -0.20
H 5.58 2.80 2.56
H 5.99 2.00 1.04
H 4.17 0.91 2.38
H 4.24 0.64 -0.05
H 3.11 1.84 -0.18
H 3.06 2.76 3.36
H 1.88 1.98 2.30
H 1.84 4.45 2.20
H 1.87 4.53 -0.22
H 1.22 3.12 0.30
H 4.19 4.94 2.56
H 3.69 5.65 1.02
C -5.64 -4.70 -3.72
C -4.62 -3.82 -3.06
C -4.86 -3.23 -1.83
C -3.92 -2.40 -1.22
C -4.22 -1.79 0.11
C -2.72 -2.15 -1.88
Te -1.10 -1.03 -0.96
N -0.65 0.77 -0.02
C -1.12 1.60 0.94
O -0.26 2.32 1.48
C -2.56 1.83 1.24
C -3.03 3.14 1.09
C -4.36 3.43 1.37
C -5.20 2.43 1.85
C -4.72 1.14 2.03
C -3.40 0.84 1.72
C -0.86 0.13 -2.76
C 0.38 0.31 -3.37
C 1.66 -0.15 -2.72
C 0.46 0.98 -4.58
C -0.66 1.52 -5.19
C -0.58 2.24 -6.51
C -1.87 1.44 -4.50
C -2.00 0.77 -3.29
C -3.34 0.88 -2.60
C -2.41 -2.77 -3.10
C -1.10 -2.68 -3.84
C -3.39 -3.59 -3.66
H -6.57 -4.73 -3.15
H -5.26 -5.72 -3.81
H -5.86 -4.35 -4.73
H -5.80 -3.42 -1.32
H -5.12 -2.22 0.55
H -4.37 -0.72 0.02
H -3.40 -1.97 0.82
H -2.36 3.91 0.75
H -4.73 4.43 1.24
H -6.23 2.66 2.08
H -5.37 0.37 2.43
H -3.00 -0.14 1.91
H 1.49 -0.03 -1.65
H 2.49 0.48 -3.02
H 1.92 -1.20 -2.92
H 1.43 1.09 -5.06
H 0.41 2.14 -6.95
H -0.79 3.30 -6.38
H -1.31 1.84 -7.21
H -2.74 1.93 -4.92
H -3.87 1.74 -3.00
H -3.22 1.04 -1.53
H -3.96 0.00 -2.76
H -0.23 -2.56 -3.18
H -1.09 -1.83 -4.53
H -0.95 -3.59 -4.41
H -3.16 -4.08 -4.60
C -0.31 2.08 4.66
C -0.74 0.63 4.47
C 0.43 -0.30 4.13
S 0.26 -1.12 2.50
O -1.20 -1.32 2.25
C 0.97 -2.72 2.94
C 0.04 -3.61 3.75
C -0.92 -4.41 2.88
H -1.14 2.68 5.03
H 0.01 2.52 3.71
H 0.50 2.16 5.39
H -1.51 0.56 3.70
H -1.20 0.27 5.38
H 0.51 -1.11 4.85
H 1.38 0.22 4.10
H 1.90 -2.48 3.46
H 1.24 -3.20 2.00
H -0.52 -3.02 4.48
H 0.66 -4.30 4.33
H -1.60 -3.75 2.33
H -1.52 -5.09 3.49
H -0.37 -5.02 2.16
Br 6.46 -3.22 1.04
C 4.69 -3.29 0.39
C 4.18 -4.44 -0.18
C 2.87 -4.42 -0.62
C 2.13 -3.26 -0.48
N 2.62 -2.15 0.06
C 3.89 -2.17 0.50
H 4.79 -5.33 -0.27
H 2.42 -5.29 -1.07
H 1.10 -3.22 -0.81
H 4.26 -1.27 0.96
*
```

ORCA calculation (the ωB97M-V functional and the def2-TZVPD basis) on C42H62Br10Ca2ClN4O9SSi2 as an isolated structure in a non-equilibrium geometry.

Values from the calculation:
- Kohn-Sham gap: 1.1 eV
- E_HOMO: -7.19 eV

ORCA input file:
```
! RIJCOSX wB97M-V def2-TZVPD def2/J DEFGRID3
* xyz 1 1
C 5.54 -4.11 -3.09
O 5.25 -2.77 -2.77
C 4.91 -2.65 -1.38
C 4.19 -1.32 -1.17
C 3.00 -1.33 -0.21
C 1.91 -0.37 -0.73
C 1.46 -0.70 -2.19
C 0.02 -1.06 -2.23
C -0.97 -0.09 -2.16
Cl -0.43 1.54 -2.04
C -2.33 -0.37 -2.14
C -3.37 0.71 -2.07
Br -3.23 1.80 -3.71
C -3.42 1.51 -0.72
C -2.59 0.89 0.39
Br -3.06 3.41 -0.83
C -2.71 -1.74 -2.20
S -4.46 -2.12 -2.11
C -5.31 -1.44 -3.54
O -4.68 -3.54 -2.09
O -4.96 -1.45 -0.94
C -1.71 -2.77 -2.30
N -2.12 -4.06 -2.40
C -1.10 -4.97 -2.50
C 0.24 -4.60 -2.46
C 1.31 -5.67 -2.55
C 0.87 -7.00 -2.00
O 0.65 -7.94 -2.70
O 0.79 -7.06 -0.63
C -0.50 -7.20 -0.09
C -1.31 -8.40 -0.44
O -0.88 -6.36 0.67
N 0.68 -3.36 -2.37
C -0.31 -2.44 -2.31
H 6.21 -4.57 -2.36
H 6.03 -4.15 -4.06
H 4.61 -4.70 -3.13
H 4.27 -3.49 -1.10
H 5.82 -2.71 -0.78
H 3.88 -1.02 -2.17
H 4.94 -0.61 -0.81
H 3.30 -0.94 0.77
H 2.57 -2.31 -0.05
H 1.04 -0.44 -0.08
H 2.26 0.66 -0.72
H 2.06 -1.49 -2.62
H 1.61 0.19 -2.80
H -4.37 0.33 -2.18
H -4.46 1.47 -0.40
H -3.00 1.25 1.34
H -1.55 1.23 0.39
H -2.67 -0.19 0.41
H -4.60 -1.03 -4.26
H -5.94 -2.23 -3.94
H -5.89 -0.60 -3.18
H -1.39 -6.01 -2.59
H 2.13 -5.30 -1.92
H 1.72 -5.78 -3.55
H -2.33 -8.07 -0.63
H -0.97 -8.94 -1.31
H -1.33 -9.10 0.40
C -7.57 2.23 0.98
Br -6.16 3.32 1.70
Br -8.76 3.24 -0.14
Br -6.85 0.70 0.05
H -8.15 1.85 1.81
Ca -2.12 -3.00 -4.42
C 0.30 2.71 1.36
Si 1.80 3.08 2.42
C 3.02 1.68 2.13
C 1.25 3.02 4.22
N 2.45 4.63 1.97
Si 3.81 5.30 2.72
C 5.39 4.18 2.48
C 3.58 5.60 4.56
C 4.10 7.02 1.91
H -0.12 1.74 1.63
H -0.48 3.47 1.51
H 0.56 2.69 0.30
H 2.50 0.72 2.23
H 3.82 1.70 2.86
H 3.46 1.72 1.13
H 0.61 3.87 4.46
H 2.10 3.02 4.91
H 0.68 2.11 4.41
H 5.32 3.28 3.09
H 6.30 4.74 2.78
H 5.51 3.89 1.43
H 2.64 6.12 4.75
H 4.39 6.22 4.95
H 3.58 4.67 5.13
H 3.22 7.66 2.07
H 4.28 6.91 0.84
H 5.02 7.61 2.35
C 5.11 1.07 5.81
Br 3.55 0.00 5.91
Br 6.31 0.74 7.33
Br 6.04 0.83 4.13
H 4.81 2.11 5.87
C 2.11 5.59 -1.59
C 2.71 4.94 -2.75
N 3.17 4.42 -3.66
H 2.22 6.67 -1.66
H 1.05 5.35 -1.53
H 2.59 5.24 -0.67
Br 6.60 6.86 2.81
Ca 8.50 0.40 5.63
C -4.87 -6.40 -0.60
C -5.69 -7.51 -1.19
C -6.84 -8.00 -0.32
O -6.97 -9.36 -0.74
C -5.76 -9.78 -1.18
O -5.47 -10.90 -1.41
O -4.92 -8.72 -1.32
H -4.03 -6.16 -1.26
H -5.46 -5.50 -0.46
H -4.45 -6.70 0.36
H -6.05 -7.23 -2.18
H -7.76 -7.45 -0.48
H -6.59 -7.98 0.74
C -0.65 8.80 1.57
C -1.61 9.60 0.95
C -2.61 9.01 0.20
C -2.67 7.63 0.06
C -1.71 6.84 0.68
C -0.70 7.42 1.43
H 0.14 9.26 2.16
H -1.57 10.67 1.06
H -3.35 9.63 -0.29
H -3.46 7.17 -0.52
H -1.76 5.76 0.58
H 0.05 6.80 1.91
Br 4.78 -2.30 1.80
*
```

ORCA calculation (the ωB97M-V functional and the def2-TZVPD basis) on C42H63AsI2N4OSSi3Ta as an isolated structure in a non-equilibrium geometry.

Values from the calculation:
- Kohn-Sham gap: 6.2 eV
- E_HOMO: -14.95 eV

ORCA input file:
```
! RIJCOSX wB97M-V def2-TZVPD def2/J DEFGRID3
* xyz 3 1
Ta -0.01 0.17 0.26
C -1.55 -0.34 -2.48
C -2.32 -1.38 -1.72
N -2.07 -1.22 -0.26
C -2.31 -2.48 0.41
C -1.23 -3.49 0.06
S 0.36 -2.69 -0.23
C 0.63 -2.81 -2.00
C 0.67 -1.46 -2.69
N -0.12 -0.38 -2.06
H -1.95 0.63 -2.23
H -1.65 -0.47 -3.56
H -2.01 -2.38 -2.01
H -3.38 -1.29 -1.95
H -2.73 -0.55 0.12
H -3.29 -2.91 0.18
H -2.28 -2.27 1.47
H -1.45 -4.10 -0.82
H -1.10 -4.17 0.89
H -0.13 -3.48 -2.40
H 1.59 -3.29 -2.15
H 0.37 -1.58 -3.74
H 1.69 -1.12 -2.69
H 0.31 0.46 -2.42
I -4.82 6.05 -2.24
C -3.78 4.38 -1.63
C -4.37 3.47 -0.76
C -3.65 2.37 -0.30
I -4.70 0.99 0.86
C -2.33 2.19 -0.69
O -1.56 1.18 -0.15
C -1.78 3.03 -1.66
C -0.43 2.75 -2.26
N 0.56 2.51 -1.19
C 0.74 3.77 -0.48
C 0.83 3.63 1.00
C 1.19 4.77 1.72
C 1.25 4.73 3.09
C 0.97 3.53 3.71
C 0.65 2.44 2.93
N 0.56 2.45 1.59
C -2.50 4.13 -2.11
H -5.39 3.61 -0.44
H -0.15 3.60 -2.90
H -0.46 1.89 -2.92
H 1.43 2.21 -1.61
H -0.11 4.42 -0.69
H 1.63 4.31 -0.85
H 1.42 5.68 1.18
H 1.52 5.61 3.66
H 1.02 3.42 4.79
H 0.45 1.50 3.41
H -2.07 4.78 -2.85
C 0.09 -2.85 5.45
Si -0.20 -3.23 3.67
C 1.11 -4.20 2.81
C -1.89 -3.98 3.48
As 0.09 -0.80 2.69
Si 2.39 -0.37 3.93
C 1.86 0.02 5.66
C 3.42 -1.90 3.90
C 3.34 1.03 3.17
Si -1.79 0.31 3.99
C -1.44 0.66 5.77
C -2.21 1.96 3.24
C -3.21 -0.88 3.87
H -0.33 -3.67 6.04
H -0.41 -1.94 5.76
H 1.15 -2.76 5.71
H 0.96 -5.25 3.07
H 2.11 -3.92 3.13
H 1.07 -4.11 1.73
H -1.74 -5.06 3.40
H -2.50 -3.67 2.64
H -2.48 -3.80 4.38
H 2.54 -0.48 6.34
H 0.86 -0.30 5.91
H 1.93 1.09 5.85
H 2.99 -2.73 4.46
H 4.34 -1.60 4.42
H 3.71 -2.24 2.91
H 3.47 1.81 3.92
H 2.88 1.48 2.30
H 4.32 0.67 2.87
H -0.52 1.23 5.95
H -1.44 -0.21 6.43
H -2.27 1.30 6.08
H -1.67 2.76 3.76
H -3.28 2.13 3.42
H -2.03 2.07 2.17
H -3.16 -1.64 4.65
H -3.30 -1.39 2.91
H -4.13 -0.32 4.02
C 7.04 2.10 -0.46
C 6.67 0.87 0.08
C 5.34 0.57 0.28
C 4.35 1.49 -0.06
C 4.74 2.75 -0.55
C 6.07 3.05 -0.76
C 2.90 1.27 0.07
C 2.15 0.14 -0.04
C 2.97 -1.06 -0.47
C 3.14 -2.17 0.35
C 3.98 -3.21 -0.01
C 4.66 -3.17 -1.22
C 4.51 -2.07 -2.05
C 3.68 -1.03 -1.68
H 8.09 2.33 -0.63
H 7.44 0.15 0.35
H 5.07 -0.38 0.72
H 3.98 3.49 -0.78
H 6.36 4.02 -1.15
H 2.39 2.19 0.28
H 2.63 -2.19 1.30
H 4.12 -4.06 0.66
H 5.32 -3.98 -1.50
H 5.05 -2.02 -2.99
H 3.61 -0.15 -2.31
*
```